[1]
DFT (ωB97M-V/def2-TZVPD) results for a structure of composition C13H30Br3CaN2O2.

Values from the calculation:
Expectation value of S² = 0.75
Frontier orbital gap (spin up / spin down) = 7.4 / 3.3 eV

The geometry in ORCA input format:
```
! wB97M-V def2-TZVPD RIJCOSX def2/J DEFGRID3
* xyz 0 2
Ca 24.891 -20.783 -1.760
Br 23.243 -20.171 -3.952
Br 25.080 -23.528 -1.176
Br 23.717 -19.667 0.545
C 29.046 -17.922 0.811
C 29.305 -19.385 1.230
C 30.058 -19.423 2.579
C 30.035 -20.797 3.296
C 28.627 -21.277 3.388
C 27.879 -21.368 2.056
N 28.081 -20.106 1.295
O 27.325 -20.179 0.150
C 28.291 -22.704 1.380
C 26.392 -21.566 2.454
C 30.275 -20.072 0.240
H 28.703 -18.034 -0.218
H 29.876 -17.223 0.913
H 28.239 -17.559 1.449
H 31.134 -19.309 2.455
H 29.764 -18.659 3.298
H 30.484 -20.677 4.282
H 30.582 -21.593 2.792
H 28.072 -20.612 4.050
H 28.705 -22.261 3.852
H 28.513 -23.479 2.113
H 27.658 -22.957 0.529
H 29.192 -22.714 0.766
H 25.837 -20.685 2.777
H 25.697 -21.961 1.713
H 26.327 -22.215 3.327
H 31.004 -20.785 0.625
H 30.786 -19.274 -0.298
H 29.719 -20.562 -0.560
H 26.570 -19.632 0.378
C 28.344 -19.541 -4.584
C 27.519 -19.646 -3.309
C 26.539 -18.467 -3.200
O 25.644 -18.633 -2.102
C 25.286 -17.332 -1.589
N 26.788 -20.892 -3.366
H 28.451 -18.498 -4.882
H 27.931 -20.098 -5.424
H 29.355 -19.949 -4.558
H 28.163 -19.587 -2.432
H 26.006 -18.312 -4.138
H 27.088 -17.544 -3.015
H 26.096 -17.043 -0.920
H 24.354 -17.297 -1.026
H 25.274 -16.554 -2.353
H 26.282 -21.034 -4.229
H 27.479 -21.627 -3.417
*
```



[2]
DFT (ωB97M-V/def2-TZVPD) results for a cluster of 8 separate species, C14H42BF4O14 in total.

Values from the calculation:
Frontier orbital gap = 9.6 eV

The geometry in ORCA input format:
```
! wB97M-V def2-TZVPD RIJCOSX def2/J DEFGRID3
* xyz -1 1
B -0.450 0.282 -0.482
F 0.260 1.298 0.191
F -0.687 0.581 -1.810
F 0.414 -0.884 -0.482
F -1.593 -0.048 0.248
C 3.263 3.889 -0.836
C 4.321 2.856 -1.197
O 5.115 3.392 -2.272
O 2.388 3.359 0.166
H 2.669 4.126 -1.722
H 3.613 4.844 -0.443
H 3.917 1.922 -1.586
H 4.984 2.566 -0.376
H 5.606 4.159 -1.968
H 1.662 2.863 -0.229
C -4.672 -1.551 1.268
C -6.173 -1.565 1.582
O -6.956 -2.012 0.455
O -4.380 -0.909 0.048
H -4.351 -2.591 1.317
H -4.248 -0.937 2.061
H -6.582 -0.580 1.826
H -6.408 -2.305 2.344
H -6.767 -1.440 -0.296
H -3.494 -0.531 0.153
C 3.190 -0.405 1.974
C 4.683 -0.161 2.089
O 4.998 0.140 3.444
O 2.836 -0.932 0.716
H 2.520 0.378 2.349
H 2.974 -1.172 2.743
H 5.013 0.715 1.522
H 5.070 -1.088 1.647
H 5.930 0.367 3.468
H 1.922 -0.676 0.507
C -0.293 -3.971 1.328
C -0.951 -4.878 2.340
O 0.016 -5.624 3.061
O 0.251 -2.771 1.821
H -0.958 -3.710 0.493
H 0.428 -4.620 0.806
H -1.725 -5.468 1.835
H -1.570 -4.325 3.063
H -0.407 -6.400 3.435
H 0.453 -2.165 1.094
C 1.210 -0.185 -4.246
C 0.728 -1.514 -4.792
O -0.526 -1.909 -4.188
O 1.841 -0.300 -2.994
H 0.282 0.385 -4.082
H 1.758 0.425 -4.973
H 1.433 -2.292 -4.470
H 0.587 -1.553 -5.870
H -0.495 -1.546 -3.290
H 1.280 0.159 -2.359
C -1.884 3.921 -3.176
C -0.519 3.474 -3.717
O -0.111 4.253 -4.835
O -1.855 5.223 -2.651
H -2.237 3.145 -2.492
H -2.545 3.918 -4.045
H -0.584 2.409 -3.957
H 0.201 3.640 -2.905
H 0.699 4.693 -4.582
H -1.456 5.262 -1.779
C -1.312 -0.175 4.586
C -1.897 -0.255 3.189
O -2.053 -1.643 2.881
O 0.006 -0.698 4.656
H -1.950 -0.716 5.289
H -1.187 0.881 4.843
H -1.292 0.208 2.411
H -2.838 0.301 3.122
H -1.204 -1.994 2.553
H 0.090 -1.530 4.175
*
```



[3]
DFT (ωB97M-V/def2-TZVPD) results for a cluster of 9 separate species, C43H61BrF8N2O32PS3 in total.

Values from the calculation:
Frontier orbital gap = 6.3 eV

The geometry in ORCA input format:
```
! wB97M-V def2-TZVPD RIJCOSX def2/J DEFGRID3
* xyz -1 1
C -0.025 1.868 -0.193
C -0.229 1.610 1.285
P -0.090 -0.201 1.930
S 0.030 -2.341 2.853
C 1.764 -0.065 2.384
C 2.566 1.198 2.016
C 2.471 2.270 3.116
C 2.448 3.695 2.548
S 1.547 4.849 3.632
C 0.281 5.344 2.562
N 0.193 5.219 1.257
N -1.037 5.759 0.904
C -1.583 6.173 2.009
O -0.800 5.955 3.107
C 0.094 -1.055 0.227
C 1.459 -1.047 -0.451
C 1.296 -1.093 -1.992
O 2.216 -2.213 -0.077
O -0.517 0.400 3.537
C -1.802 0.158 3.955
O -1.872 -0.777 5.039
C -2.673 -0.214 2.706
C -3.604 1.022 2.471
C -3.961 1.202 0.987
C -5.459 1.317 0.787
Br -5.894 1.538 -1.097
C -3.616 -1.425 2.892
C -3.116 -2.756 2.328
C -4.230 -3.617 1.718
S -4.791 -3.024 0.124
O -4.060 -1.863 -0.277
O -4.857 -4.118 -0.798
O -6.310 -2.609 0.396
O -1.826 -0.357 1.643
H -0.065 2.947 -0.376
H -0.837 1.455 -0.781
H 0.908 1.529 -0.637
H -1.279 1.860 1.430
H 0.287 2.292 1.950
H 0.222 -2.090 4.151
H 2.310 -0.965 2.134
H 1.750 -0.079 3.472
H 2.352 1.621 1.041
H 3.619 0.903 1.963
H 1.547 2.118 3.668
H 3.307 2.171 3.803
H 1.945 3.713 1.589
H 3.446 4.097 2.410
H -2.534 6.648 2.143
H -0.709 -0.747 -0.432
H -0.123 -2.104 0.428
H 2.041 -0.158 -0.241
H 1.852 -1.928 -2.407
H 1.670 -0.178 -2.447
H 0.257 -1.180 -2.296
H 2.978 -1.934 0.433
H -2.131 1.104 4.395
H -2.534 -0.401 5.624
H -4.503 0.898 3.079
H -3.123 1.933 2.814
H -3.588 0.391 0.374
H -3.513 2.122 0.619
H -5.945 0.395 1.090
H -5.894 2.139 1.341
H -3.858 -1.557 3.943
H -4.557 -1.187 2.386
H -2.343 -2.611 1.588
H -2.702 -3.350 3.135
H -5.074 -3.674 2.400
H -3.832 -4.601 1.496
H -6.380 -2.169 1.254
C -2.013 -3.945 -2.919
C -1.507 -5.033 -2.003
O -0.369 -5.509 -2.707
C 0.106 -4.481 -3.464
O 1.176 -4.471 -3.984
O -0.801 -3.498 -3.540
F -2.395 -6.048 -1.860
H -2.684 -4.346 -3.682
H -2.500 -3.127 -2.398
H -1.198 -4.687 -1.015
C -1.870 4.559 5.787
C -3.278 4.548 5.231
O -3.613 3.177 5.289
C -2.888 2.611 6.297
O -3.085 1.536 6.748
O -1.903 3.450 6.690
F -3.331 4.971 3.942
H -1.135 4.371 5.003
H -1.618 5.475 6.314
H -4.002 5.119 5.815
C -4.040 -0.152 -2.916
C -4.316 0.579 -4.210
O -3.016 0.719 -4.775
C -2.256 -0.309 -4.307
O -1.205 -0.655 -4.723
O -2.879 -0.914 -3.271
F -4.841 1.810 -4.004
H -3.794 0.542 -2.112
H -4.847 -0.805 -2.597
H -4.952 0.044 -4.918
C 4.734 -6.292 -1.358
C 3.825 -5.289 -0.683
O 4.461 -5.110 0.577
C 5.783 -5.353 0.415
O 6.635 -5.071 1.188
O 6.005 -5.976 -0.772
F 2.589 -5.786 -0.486
H 4.458 -7.314 -1.098
H 4.769 -6.187 -2.439
H 3.751 -4.325 -1.186
C 0.033 9.179 3.821
C 1.480 9.132 4.261
O 1.701 10.463 4.699
C 0.507 10.973 5.113
O 0.378 11.957 5.755
O -0.509 10.183 4.689
F 2.320 8.849 3.241
H -0.052 9.507 2.784
H -0.487 8.235 3.949
H 1.682 8.445 5.085
C 8.949 -7.695 -1.104
C 8.711 -8.690 -2.217
O 9.456 -8.137 -3.284
C 10.480 -7.410 -2.744
O 11.424 -7.029 -3.345
O 10.260 -7.207 -1.425
F 7.403 -8.766 -2.572
H 8.233 -6.875 -1.139
H 8.937 -8.139 -0.113
H 9.075 -9.698 -2.014
C -0.439 4.736 -4.118
C -0.037 3.376 -4.653
O -0.518 2.508 -3.651
C -1.585 3.112 -3.056
O -2.376 2.555 -2.379
O -1.623 4.428 -3.377
F 1.309 3.247 -4.761
H 0.323 5.127 -3.442
H -0.653 5.465 -4.894
H -0.492 3.108 -5.608
C 1.400 -1.899 -7.093
C 0.741 -2.957 -7.947
O 1.428 -2.825 -9.180
C 2.674 -2.335 -8.910
O 3.576 -2.335 -9.677
O 2.725 -1.864 -7.646
F -0.580 -2.722 -8.147
H 0.923 -0.927 -7.221
H 1.425 -2.153 -6.037
H 0.864 -3.976 -7.577
*
```



[4]
DFT (ωB97M-V/def2-TZVPD) results for a structure of composition C6H13N3OS.

Values from the calculation:
Frontier orbital gap = 8.9 eV

The geometry in ORCA input format:
```
! wB97M-V def2-TZVPD RIJCOSX def2/J DEFGRID3
* xyz 0 1
C 0.194 -1.760 -0.867
C 1.992 1.928 -0.795
C -2.420 -1.222 0.965
C -1.746 0.360 -0.790
C 1.815 1.454 0.711
C -1.288 -0.299 0.488
N 1.403 -2.057 -1.141
N 2.273 -1.391 -0.333
N -0.040 -1.003 0.228
O 1.628 -0.926 2.262
S 1.535 -0.632 0.796
H -0.707 -2.063 -1.359
H 1.644 2.993 -0.902
H 3.004 1.895 -1.133
H 1.304 1.504 -1.529
H -3.307 -0.673 1.145
H -2.517 -2.052 0.253
H -2.056 -1.742 1.921
H -1.749 -0.278 -1.667
H -1.101 1.153 -1.273
H -2.732 0.816 -0.621
H 1.153 2.110 1.151
H 2.758 1.437 1.258
H -1.041 0.448 1.230
*
```



Maximum force readings, ordered: 3.53 2.09 1.50 4.65 eV/Å